{
  "formula": "C47H54N3O",
  "method": "ωB97M-V with the def2-TZVPD basis set",
  "charge": 1,
  "homo_lumo_gap_ev": 3.592,
  "lumo_energy_ev": -5.16,
  "species": ["C", "O", "C", "C", "C", "C", "C", "N", "C", "C", "C", "C", "C", "C", "C", "C", "C", "C", "C", "C", "N", "N", "C", "C", "C", "C", "C", "C", "C", "C", "C", "C", "C", "C", "C", "C", "C", "C", "H", "H", "H", "H", "H", "H", "H", "H", "H", "H", "H", "H", "H", "H", "H", "H", "H", "H", "H", "H", "H", "H", "H", "H", "H", "H", "H", "H", "H", "H", "H", "H", "H", "H", "H", "H", "H", "H", "H", "H", "H", "H", "H", "C", "C", "C", "C", "C", "C", "C", "C", "C", "C", "C", "C", "C", "H", "H", "H", "H", "H", "H", "H", "H", "H", "H", "H"],
  "positions_angstrom": [[-2.21, -0.33, 5.74], [-1.35, 0.75, 5.30], [-0.57, 0.56, 4.20], [-0.60, -0.61, 3.42], [0.28, -0.75, 2.36], [1.20, 0.27, 2.02], [2.04, 0.17, 0.86], [2.34, 1.30, 0.11], [1.59, 2.51, -0.01], [2.28, 3.72, -0.15], [3.77, 3.81, -0.47], [4.60, 4.03, 0.79], [4.09, 4.87, -1.52], [1.57, 4.90, 0.09], [0.20, 4.86, 0.35], [-0.51, 3.66, 0.25], [0.17, 2.47, -0.01], [-0.63, 1.23, -0.42], [-0.88, 1.22, -1.93], [-1.91, 1.07, 0.39], [3.24, 0.99, -0.86], [3.42, -0.34, -0.78], [4.36, -0.98, -1.68], [5.71, -0.57, -1.66], [6.21, 0.43, -0.62], [7.34, 1.33, -1.13], [6.58, -0.26, 0.69], [6.60, -1.15, -2.56], [6.16, -2.11, -3.47], [4.82, -2.49, -3.50], [3.89, -1.90, -2.63], [2.40, -2.17, -2.83], [2.07, -3.66, -2.93], [1.88, -1.41, -4.05], [2.67, -0.92, 0.26], [2.63, -2.28, 0.51], [1.21, 1.45, 2.83], [0.31, 1.61, 3.86], [-2.65, 0.05, 6.66], [-2.99, -0.55, 5.00], [-1.63, -1.25, 5.95], [-1.31, -1.41, 3.64], [0.26, -1.64, 1.73], [4.05, 2.84, -0.90], [4.37, 3.28, 1.55], [5.67, 3.98, 0.56], [4.38, 5.03, 1.21], [3.52, 4.68, -2.44], [3.85, 5.88, -1.16], [5.15, 4.84, -1.77], [2.11, 5.84, 0.08], [-0.33, 5.79, 0.58], [-1.60, 3.65, 0.36], [0.00, 0.36, -0.20], [0.08, 1.26, -2.47], [-1.40, 0.29, -2.22], [-1.49, 2.08, -2.23], [-1.72, 1.25, 1.46], [-2.69, 1.76, 0.04], [-2.28, 0.04, 0.29], [5.36, 1.09, -0.41], [7.06, 1.78, -2.09], [7.52, 2.15, -0.42], [8.27, 0.77, -1.25], [5.76, -0.91, 1.02], [7.48, -0.88, 0.55], [6.79, 0.47, 1.47], [7.65, -0.86, -2.55], [6.86, -2.57, -4.17], [4.47, -3.24, -4.21], [1.89, -1.79, -1.94], [2.34, -4.16, -1.99], [1.00, -3.79, -3.09], [2.61, -4.14, -3.75], [2.09, -0.34, -3.95], [2.37, -1.77, -4.97], [0.80, -1.55, -4.16], [3.28, -2.91, -0.09], [1.97, -2.61, 1.29], [1.95, 2.22, 2.62], [0.27, 2.54, 4.43], [1.69, -3.78, 3.06], [0.36, -4.08, 2.53], [-0.81, -3.89, 3.32], [-2.05, -4.31, 2.84], [-2.17, -4.90, 1.58], [-1.03, -5.05, 0.77], [0.22, -4.67, 1.26], [2.45, -4.78, 3.72], [3.44, -4.46, 4.70], [3.94, -5.44, 5.54], [3.49, -6.77, 5.43], [2.62, -7.13, 4.38], [2.16, -6.16, 3.49], [1.99, -2.74, 3.26], [-0.71, -3.44, 4.31], [-2.94, -4.17, 3.46], [-3.14, -5.24, 1.21], [-1.10, -5.47, -0.24], [1.12, -4.82, 0.65], [3.77, -3.43, 4.78], [4.68, -5.19, 6.31], [3.82, -7.53, 6.13], [2.30, -8.16, 4.24], [1.52, -6.42, 2.64]],
  "lowdin_charge": [-0.050, -0.078, -0.254, -0.017, -0.033, -0.158, -0.107, 0.054, -0.100, -0.120, -0.390, -0.055, -0.058, -0.020, -0.043, -0.018, -0.122, -0.371, -0.043, -0.063, 0.173, 0.019, -0.084, -0.112, -0.383, -0.067, -0.048, -0.018, -0.043, -0.022, -0.127, -0.384, -0.062, -0.052, -0.217, 0.071, -0.003, 0.021, 0.097, 0.098, 0.092, 0.083, 0.106, 0.090, 0.075, 0.078, 0.087, 0.090, 0.075, 0.084, 0.116, 0.112, 0.119, 0.107, 0.078, 0.085, 0.090, 0.074, 0.082, 0.088, 0.094, 0.090, 0.079, 0.077, 0.073, 0.090, 0.084, 0.116, 0.113, 0.115, 0.106, 0.069, 0.084, 0.075, 0.081, 0.087, 0.081, 0.065, -0.027, 0.123, 0.129, 0.075, -0.252, -0.041, -0.063, -0.058, -0.057, -0.048, -0.189, 0.010, -0.052, -0.025, -0.043, 0.018, 0.115, 0.117, 0.115, 0.113, 0.115, 0.119, 0.127, 0.119, 0.121, 0.118, 0.120]
}